(1)
Computed, not measured: C4H6N2O2 as an isolated structure in a non-equilibrium geometry, with ωB97M-V with the def2-TZVPD basis set.

Last column: natural (NBO) charge in e.
Cartesian coordinates (Å):
C  0.5746  0.4007  -0.1542  0.11
C  -0.8368  0.9557  -0.2107  -0.46
C  -1.5072  -0.2974  -0.0687  0.46
C  0.6615  -1.0143  -0.1402  0.24
H  2.4073  0.8560  0.4412  0.37
H  1.3765  2.1876  0.5348  0.37
H  -1.1009  1.9947  -0.0841  0.23
H  -2.9850  0.6444  -0.2123  0.50
H  -0.8294  -2.1530  0.7031  0.37
H  2.2710  -1.5792  -0.6817  0.48
N  1.6252  1.3686  -0.0762  -0.82
N  -0.6913  -1.4077  -0.3926  -0.54
O  -2.8395  -0.3733  0.1796  -0.65
O  1.8740  -1.5828  0.1622  -0.67

Values from the calculation:
* strongest force on any atom: 0.154 Eh/bohr
* HOMO level: -7.31 eV
* relative energy (zero: lowest compared OMol25 entry of this formula, charge and spin): 116.3 kcal per mole
* HOMO-LUMO gap: 7.8 eV
* electronic energy: -11316.00076 eV

***

(2)
Computed, not measured: C30H22BrMnN6O4 as an isolated structure, with ωB97M-V with the def2-TZVPD basis set.

Last column: natural (NBO) charge in e.
Cartesian coordinates (Å):
Mn  -0.0623  0.1739  1.9852  0.96
O  -0.3577  4.5405  -1.1359  -0.68
C  -1.3701  3.7703  -1.5645  0.45
C  -2.1298  4.2556  -2.6316  -0.30
C  -3.1960  3.5305  -3.1152  -0.15
C  -3.5380  2.2989  -2.5526  -0.27
C  -2.7862  1.8097  -1.5085  -0.15
C  -1.6911  2.5223  -1.0026  -0.27
C  -0.9449  1.9511  0.1219  0.61
O  -1.1978  0.7631  0.5247  -0.66
N  -0.0473  2.7006  0.7637  -0.42
N  0.6031  1.9870  1.6957  -0.23
C  0.7181  2.6686  2.9838  -0.15
C  0.9475  0.5140  4.4530  0.15
C  1.4862  0.4922  5.7203  -0.22
C  2.2576  -0.6124  6.0566  -0.12
C  2.4622  -1.6224  5.1261  -0.24
C  1.8835  -1.5116  3.8746  0.09
N  1.1395  -0.4542  3.5540  -0.46
H  0.0173  4.1416  -0.3245  0.51
H  -1.8629  5.2169  -3.0494  0.23
H  -3.7802  3.9284  -3.9350  0.22
H  -4.3915  1.7463  -2.9214  0.22
H  -3.0356  0.8667  -1.0391  0.23
H  0.0749  3.5491  3.0041  0.25
H  1.3065  1.2976  6.4182  0.25
H  2.6992  -0.6851  7.0413  0.24
H  3.0604  -2.4888  5.3679  0.24
H  2.0079  -2.2713  3.1136  0.21
Br  -0.4823  1.6483  -5.0201  0.12
C  -0.4167  -0.1883  -4.6226  -0.07
C  -1.3279  -0.7094  -3.7101  -0.25
C  -1.2473  -2.0421  -3.3555  -0.16
C  -0.2562  -2.8419  -3.9219  0.01
C  0.5840  -2.3391  -4.9094  -0.18
C  0.5249  -0.9973  -5.2439  -0.22
N  -0.0215  -4.1959  -3.5513  -0.04
N  -0.2273  -4.5751  -2.3959  -0.08
C  -0.3725  -3.8288  -1.2569  0.14
C  -1.3834  -4.2143  -0.3481  -0.17
C  -1.6707  -3.4831  0.7682  -0.23
C  -0.9167  -2.3060  1.0692  0.44
O  -1.1387  -1.5650  2.0512  -0.55
C  0.2051  -1.9805  0.1905  0.17
N  0.8968  -0.8831  0.5519  -0.41
C  1.9570  -0.5312  -0.1531  0.09
C  2.4062  -1.2929  -1.2361  -0.21
C  1.6962  -2.4020  -1.6253  -0.12
C  0.5305  -2.7495  -0.9219  -0.10
H  -2.0822  -0.0660  -3.2793  0.25
H  -1.9615  -2.4522  -2.6534  0.22
H  1.2998  -3.0019  -5.3781  0.24
H  1.1975  -0.5821  -5.9807  0.24
H  -1.9693  -5.0891  -0.5989  0.25
H  -2.4804  -3.7535  1.4314  0.25
H  2.4596  0.3782  0.1519  0.23
H  3.3005  -0.9921  -1.7625  0.25
H  2.0347  -3.0003  -2.4596  0.24
C  2.1431  2.9935  3.3842  -0.62
C  0.0596  1.5160  3.7558  0.53
O  -1.1202  1.1965  3.5681  -0.51
H  2.1839  3.3631  4.4098  0.23
H  2.5339  3.7693  2.7276  0.24
H  2.7892  2.1187  3.3003  0.21

Values from the calculation:
* strongest force on any atom: 0.004 Eh/bohr
* charge: +1
* HOMO level (spin up / spin down): -10.34 / -10.52 eV
* expectation value of S²: 3.868
* relative energy (zero: lowest compared OMol25 entry of this formula, charge and spin): 36.7 kcal per mole
* HOMO-LUMO gap (spin up / spin down): 6.5 / 5.2 eV
* 2S+1: 4
* electronic energy: -149952.55310 eV

***

(3)
Computed, not measured: a 8-piece molecular cluster, C43H65N2O5 overall in a non-equilibrium geometry, with ωB97M-V with the def2-TZVPD basis set.

Last column: Löwdin charge in e.
Cartesian coordinates (Å):
C  2.0200  -5.2476  3.6344  -0.11
O  1.9573  -5.3413  2.2367  -0.16
C  0.9108  -4.5622  1.6583  -0.23
C  1.0083  -4.6654  0.1668  -0.05
N  -0.0471  -3.6750  -0.4773  0.07
H  -0.8687  -3.5716  0.1010  0.14
H  0.2986  -2.7411  -0.3085  0.07
C  -0.5285  -3.7223  -1.9639  -0.04
C  0.5019  -3.7983  -3.1036  -0.14
O  1.2977  -5.0531  -2.9809  -0.23
C  2.2909  -5.2703  -3.9814  -0.09
H  2.4443  -4.2827  3.9120  0.09
H  2.7132  -6.0426  3.9094  0.10
H  1.1176  -5.3988  4.2267  0.09
H  1.0861  -3.5419  1.9993  0.13
H  -0.0818  -4.9349  1.9112  0.12
H  0.7765  -5.6550  -0.2271  0.13
H  1.9678  -4.3607  -0.2511  0.14
H  -1.0599  -2.7712  -1.9295  0.11
H  -1.1134  -4.6381  -2.0500  0.13
H  1.1115  -2.8979  -3.1804  0.12
H  -0.0057  -3.9383  -4.0580  0.13
H  1.7562  -5.5325  -4.8943  0.09
H  2.9326  -6.1382  -3.8298  0.09
H  2.8822  -4.3562  -4.0352  0.09
C  -4.3635  1.8188  2.8983  -0.08
O  -2.9448  1.7052  2.8138  -0.18
C  -2.3949  1.1507  1.6028  -0.16
C  -2.8226  -0.2812  1.2510  -0.09
N  -2.7045  -1.2693  2.3826  0.09
H  -3.4890  -1.1806  3.0126  0.16
H  -2.8341  -2.1837  1.9736  0.16
C  -1.4525  -1.2837  3.3007  -0.06
C  -1.3232  -2.6595  4.0319  -0.17
O  -2.3843  -2.9733  4.9545  -0.17
C  -2.6889  -1.9602  5.8898  -0.10
H  -4.7558  2.7539  2.4986  0.10
H  -4.7877  1.7572  3.9005  0.09
H  -4.8301  0.9142  2.5081  0.07
H  -1.3144  1.2087  1.4713  0.10
H  -2.7170  1.8168  0.8024  0.11
H  -2.2830  -0.6347  0.3723  0.11
H  -3.8624  -0.5170  1.0247  0.12
H  -1.3634  -0.3906  3.9192  0.13
H  -0.6335  -1.0990  2.6056  0.10
H  -0.3134  -2.7168  4.4382  0.13
H  -1.3702  -3.4930  3.3311  0.10
H  -3.5808  -2.1945  6.4709  0.10
H  -2.8131  -1.0233  5.3468  0.07
H  -1.9429  -1.7376  6.6527  0.10
C  0.5813  0.0704  -0.5934  -0.30
O  0.4167  -0.9216  0.4175  -0.43
H  -0.1542  0.8743  -0.6245  0.03
H  1.5631  0.5392  -0.5264  0.03
H  0.4908  -0.4505  -1.5466  0.03
C  -2.1664  2.6472  -2.5243  -0.13
C  -2.9027  2.6977  -3.7072  -0.08
C  -4.0027  3.5359  -3.8773  -0.07
C  -4.4136  4.2929  -2.7998  -0.10
C  -3.6688  4.2680  -1.6246  -0.07
C  -2.5089  3.4306  -1.4867  -0.10
H  -1.2788  2.0520  -2.3686  0.08
H  -2.5059  2.0546  -4.4787  0.09
H  -4.5347  3.6082  -4.8144  0.11
H  -5.2035  5.0281  -2.7561  0.10
H  -3.9638  4.9023  -0.8017  0.09
H  -1.8657  3.4840  -0.6208  0.08
C  0.4811  2.8362  4.2235  -0.10
C  0.6482  2.5679  2.8873  -0.10
C  0.0985  3.4617  1.9847  -0.10
C  -0.5910  4.6121  2.4266  -0.08
C  -0.8883  4.7356  3.7513  -0.11
C  -0.3311  3.8551  4.6532  -0.09
H  0.9183  2.1921  4.9720  0.10
H  1.1759  1.7129  2.4912  0.11
H  0.0412  3.3013  0.9183  0.09
H  -0.9987  5.2776  1.6801  0.10
H  -1.3607  5.6527  4.0711  0.11
H  -0.6260  4.1075  5.6611  0.11
C  3.2446  3.7817  -0.3183  -0.13
C  2.7046  3.2250  -1.4012  -0.12
C  2.0628  4.0563  -2.3472  -0.07
C  2.0182  5.4412  -2.1449  -0.11
C  2.5986  5.9618  -1.0420  -0.11
C  3.2764  5.1588  -0.1050  -0.05
H  3.5804  3.1010  0.4501  0.10
H  2.7181  2.1512  -1.5161  0.08
H  1.6057  3.5837  -3.2040  0.09
H  1.4598  6.0904  -2.8030  0.10
H  2.4306  7.0145  -0.8689  0.10
H  3.5913  5.5585  0.8476  0.10
C  5.4566  -1.0023  0.8624  -0.12
C  6.8285  -0.8460  0.9709  -0.07
C  7.4593  0.0111  0.0390  -0.10
C  6.7981  0.6798  -0.9354  -0.10
C  5.4491  0.4563  -1.0286  -0.09
C  4.7529  -0.3345  -0.0995  -0.09
H  4.8658  -1.5401  1.5892  0.10
H  7.3435  -1.3098  1.7992  0.10
H  8.5388  -0.0167  0.0215  0.10
H  7.2663  1.2532  -1.7218  0.11
H  4.8571  0.9562  -1.7810  0.09
H  3.6780  -0.4240  -0.1536  0.08
C  -2.0374  -1.5177  -5.9609  -0.08
C  -3.1974  -1.8031  -5.2727  -0.11
C  -3.3573  -1.4751  -3.9682  -0.09
C  -2.3576  -0.7018  -3.3317  -0.10
C  -1.1855  -0.3435  -4.0271  -0.12
C  -1.0281  -0.7667  -5.3274  -0.09
H  -1.8451  -1.7499  -6.9980  0.11
H  -3.9654  -2.2330  -5.8986  0.11
H  -4.3207  -1.5912  -3.4940  0.10
H  -2.5462  -0.4048  -2.3106  0.09
H  -0.4548  0.2959  -3.5541  0.09
H  -0.1373  -0.5326  -5.8913  0.11

Values from the calculation:
* strongest force on any atom: 0.063 Eh/bohr
* charge: +1
* HOMO level: -9.98 eV
* HOMO-LUMO gap: 7.0 eV
* electronic energy: -58849.65823 eV

***

> strongest force on any atom of number 1 (C4H6N2O2)?

0.154 Eh/bohr